Record 1
14
Properties=species:S:1:pos:R:3:forces:R:3:lowdin_charge:R:1 method="wB97M-V/def2-TZVPD" orbital_gap_ev=7.7 de_lowest_kj_mol=487.8
C 0.484691 1.802221 0.021313 -0.9 0.1 1.4 -0.189
C 0.427410 -1.797214 -0.943980 -0.1 -0.7 -0.2 -0.528
C -0.085079 2.877511 0.857451 -4.2 -0.2 -2.9 -0.066
C -0.215763 -3.067157 -0.399329 -0.5 0.1 -4.6 -0.268
N 0.422007 0.624180 0.437732 0.2 -4.0 1.5 -0.130
N 0.533223 -0.496179 0.731863 -0.6 1.2 -0.8 0.159
Br -0.772873 -0.977189 -2.198641 0.0 0.0 0.2 0.560
H 1.287537 1.826489 -0.606717 1.9 1.1 -2.1 0.101
H -0.651549 3.572659 0.120944 0.5 -0.9 1.4 0.106
H 0.635450 3.460620 1.257180 2.4 1.7 1.7 0.024
H -0.811905 2.459534 1.594903 0.7 0.5 -0.5 0.099
H -0.796219 -3.752577 -1.116729 0.7 1.5 0.3 0.100
H 0.461410 -3.718733 -0.024850 2.5 -1.6 1.7 0.017
H -0.918340 -2.814165 0.268860 -2.5 0.9 2.8 0.015

---

Record 2
36
Properties=species:S:1:pos:R:3:forces:R:3:lowdin_charge:R:1 method="wB97M-V/def2-TZVPD" orbital_gap_ev="4.3 / 4.2" de_lowest_kj_mol=0.0 charge=+4
C 3.208210 -0.606039 -0.158117 -3.1 -0.5 -0.1 0.003
N 1.893334 -0.528192 -0.476116 3.3 -0.6 1.1 -0.078
N 1.776607 0.296907 -1.593993 2.4 0.8 -1.0 0.058
C 3.027914 0.609777 -2.011154 -3.9 0.6 -0.8 0.113
C 3.955461 0.119649 -1.096583 1.9 -0.2 0.3 0.186
B 0.418988 0.509062 -2.404495 -0.2 -0.2 -2.1 -0.402
N -0.492919 -0.686616 -2.017188 1.1 0.3 0.6 -0.002
N -0.882612 -1.030128 -0.742750 0.6 0.3 0.6 -0.081
C -1.846076 -1.973584 -0.878487 -0.2 -0.8 -1.9 -0.073
C -1.902567 -2.375134 -2.209711 -0.7 -0.3 0.7 0.068
C -1.036596 -1.544530 -2.899967 -0.2 0.6 0.7 0.074
Sn 0.394989 -1.521170 1.160814 0.3 0.6 -3.4 1.645
N -0.304825 1.931449 -2.468238 0.7 0.6 -1.3 0.011
N -1.296828 2.307326 -1.574284 -0.4 1.9 0.7 0.143
C -1.672900 3.546307 -1.904345 0.0 -1.4 0.6 -0.006
C -1.033649 3.959390 -3.101856 -1.2 1.0 1.0 0.165
C -0.185991 2.899308 -3.412078 1.6 -3.3 0.6 0.079
H -2.373588 4.106119 -1.310643 -0.3 -0.1 0.0 0.148
H 0.502972 2.779933 -4.224751 0.1 0.1 -0.4 0.162
H -1.192363 4.877494 -3.638208 0.1 0.2 -0.2 0.163
H 0.755814 0.343025 -3.582610 -0.1 0.0 0.9 0.151
H -0.794560 -1.436689 -3.941129 -0.1 -0.2 -0.3 0.166
H 3.124469 1.141010 -2.940974 0.4 0.2 -0.1 0.175
H -2.541103 -3.124093 -2.629253 -0.2 -0.3 -0.1 0.147
H 5.027055 0.253582 -1.105243 0.2 0.0 -0.1 0.176
H -2.475813 -2.257365 -0.060361 0.0 -0.3 0.1 0.112
H 3.562378 -1.200008 0.668900 0.1 0.0 0.1 0.151
H -2.014827 -1.134640 1.678531 0.5 -0.1 0.0 0.046
C -1.763900 -2.001086 2.313488 -0.8 -0.5 0.7 -0.045
H -2.370402 -2.858923 1.988245 0.3 0.1 0.3 0.103
H -0.681355 -2.400628 2.396317 -1.7 -0.5 0.9 -0.034
H -2.001415 -1.706218 3.341595 0.1 -0.2 0.0 0.111
Cl 0.124789 1.237136 2.825300 -0.3 -0.4 -1.3 0.870
C 0.056679 0.702341 1.176923 -0.4 4.2 2.3 -0.593
H -0.897801 0.925929 0.678738 0.0 -0.7 0.4 0.046
H 0.886429 1.127698 0.602982 0.1 -0.8 0.3 0.043

---

Record 3
26
Properties=species:S:1:pos:R:3:forces:R:3:lowdin_charge:R:1 method="wB97M-V/def2-TZVPD" orbital_gap_ev=7.5 charge=+1
Lu -3.594405 4.009057 12.222406 1.0 0.5 -0.5 1.742
O -6.624564 1.546044 12.204245 0.1 1.4 1.1 0.232
C -5.383049 1.559265 12.558515 0.2 1.2 1.3 -0.424
O -4.923538 2.586801 13.183899 -1.1 -2.4 -1.0 -0.141
C -4.563026 0.322369 12.357076 3.6 -0.7 -1.5 -0.047
O -4.323419 -0.116412 10.972300 0.0 2.4 0.6 -0.073
C -3.305829 0.717332 10.301209 -1.6 -0.5 -1.8 -0.061
C -3.233913 2.190354 10.604784 1.9 0.4 1.9 -0.551
O -4.186532 2.976022 10.382403 -0.2 -0.3 0.3 -0.052
O -2.177476 2.632553 11.320686 -2.8 -1.1 -1.2 -0.163
H -6.942815 2.398088 12.644605 -0.4 -1.1 -1.1 0.198
H -4.951191 -0.562901 12.862069 -0.3 0.4 0.2 0.161
H -3.494155 0.563939 12.706599 -1.7 -0.4 0.3 0.166
H -3.513404 0.636388 9.209650 -0.2 0.0 0.7 0.165
H -2.337775 0.339952 10.422042 1.4 -0.9 0.7 0.119
Cl -5.575599 5.866858 12.293267 0.7 0.0 0.0 0.645
C -4.116500 6.613322 11.512793 2.0 1.6 0.0 -0.662
C -3.023167 5.844100 11.092271 -1.9 -0.7 0.3 -0.338
C -1.986628 6.372900 10.363450 -0.3 0.1 0.3 -0.729
Cl -0.624383 5.393909 9.960812 -0.1 0.1 -0.1 0.715
C -2.064301 7.708184 10.011570 0.2 0.0 0.0 -0.724
Cl -0.967474 8.385133 8.906879 0.3 0.0 -0.3 0.745
C -2.967491 8.530178 10.689218 -0.8 -0.7 0.5 -0.716
Cl -2.814079 10.177414 10.426490 -0.3 1.2 0.3 0.768
C -3.955110 8.012065 11.578107 0.8 -0.8 -0.7 -0.711
Cl -4.580125 8.921171 12.874960 -0.6 0.4 -0.3 0.739

---

Record 4
50
Properties=species:S:1:pos:R:3:forces:R:3:lowdin_charge:R:1 method="wB97M-V/def2-TZVPD" orbital_gap_ev=8.1 de_lowest_kj_mol=102.0 smiles="CCCc1cc(=O)[nH]c(SCC(=O)NN(c2ccccc2)c2ccccc2)n1"
C -1.922269 -2.062358 2.046984 0.0 0.2 0.1 -0.096
C -1.995396 -0.664773 2.644698 -0.1 -0.1 -0.1 -0.230
H -1.949588 -0.732392 3.733119 0.0 0.1 0.0 0.108
H -1.145765 -0.070473 2.307195 0.0 0.0 0.1 0.080
C -3.295243 0.055195 2.256440 0.2 -0.1 0.1 -0.141
C -3.300507 0.404385 0.804698 -0.5 -0.3 -0.3 -0.261
C -4.014550 -0.272422 -0.134728 0.0 0.0 0.2 0.060
C -3.987925 0.116396 -1.518822 0.1 0.2 0.1 -0.475
O -4.567566 -0.392587 -2.452181 -0.2 -0.2 -0.3 0.055
N -3.163352 1.239629 -1.748403 -0.1 0.0 -0.1 0.142
C -2.465241 1.825325 -0.756150 0.2 0.1 0.3 -0.635
N -2.507577 1.463918 0.474540 0.3 0.4 0.0 0.126
S -1.429348 3.179110 -1.199515 0.0 0.5 -0.2 0.986
C -0.416066 3.266445 0.307616 -0.4 -0.2 -0.1 -0.345
H 0.215612 4.147748 0.197068 0.0 0.0 0.0 0.088
H -1.078993 3.369783 1.164679 0.2 0.0 0.0 0.087
C 0.420310 2.001762 0.467168 -0.1 0.2 0.2 -0.548
O 0.444695 1.351120 1.480130 0.2 -0.1 0.2 0.094
N 1.134477 1.695415 -0.646576 0.6 -0.3 -0.5 0.067
N 1.803763 0.487825 -0.779616 -0.4 0.7 0.1 -0.027
C 1.001501 -0.652496 -0.920202 -0.4 -0.3 -0.1 -0.203
C 1.318639 -1.849635 -0.283411 0.1 0.2 0.0 -0.022
C 0.507710 -2.955198 -0.449627 -0.1 -0.1 -0.1 -0.085
C -0.636179 -2.881171 -1.228319 0.0 -0.1 0.0 -0.103
C -0.968639 -1.686105 -1.843391 0.0 -0.1 0.0 -0.080
C -0.155292 -0.578946 -1.694949 0.1 0.1 0.0 -0.015
H -0.410337 0.345821 -2.192778 0.0 0.1 0.0 0.097
H -1.862312 -1.618593 -2.446241 -0.1 0.0 -0.1 0.103
H -1.269379 -3.746506 -1.349624 -0.1 -0.1 0.0 0.105
H 0.762611 -3.880007 0.046276 0.0 -0.1 0.1 0.107
H 2.192804 -1.902390 0.346739 0.1 0.0 0.1 0.119
C 3.177164 0.461749 -0.537892 0.5 0.2 0.0 -0.202
C 3.792263 1.472268 0.197893 -0.2 0.0 0.0 -0.017
C 5.162182 1.462783 0.381900 0.1 0.0 0.0 -0.087
C 5.937904 0.454676 -0.163066 0.1 0.0 0.0 -0.102
C 5.330993 -0.544334 -0.907481 0.0 0.0 0.0 -0.084
C 3.964739 -0.541242 -1.104816 -0.1 0.0 0.0 -0.033
H 3.499844 -1.309980 -1.703053 0.0 -0.1 0.0 0.114
H 5.928520 -1.328704 -1.348091 0.0 -0.1 0.0 0.104
H 7.006604 0.448484 -0.013305 0.1 0.0 0.0 0.098
H 5.624223 2.248372 0.961346 0.0 0.1 0.0 0.103
H 3.195951 2.256393 0.639426 0.0 0.0 0.0 0.105
H 1.075276 2.287772 -1.467812 0.0 -0.3 0.2 0.137
H -3.107090 1.579987 -2.701570 0.0 -0.1 0.1 0.153
H -4.629299 -1.118415 0.124408 -0.1 -0.1 0.0 0.125
H -4.153788 -0.576168 2.489144 0.0 0.0 0.0 0.116
H -3.363725 0.981841 2.828625 -0.1 0.0 0.0 0.119
H -2.743460 -2.679220 2.408154 -0.1 -0.1 0.0 0.075
H -0.985406 -2.540132 2.321836 0.1 -0.1 0.0 0.071
H -1.973496 -2.019960 0.961553 0.0 -0.1 -0.1 0.049

---

Copy entry 1 word for word.
14
Properties=species:S:1:pos:R:3:forces:R:3:lowdin_charge:R:1 method="wB97M-V/def2-TZVPD" orbital_gap_ev=7.7 de_lowest_kj_mol=487.8
C 0.484691 1.802221 0.021313 -0.9 0.1 1.4 -0.189
C 0.427410 -1.797214 -0.943980 -0.1 -0.7 -0.2 -0.528
C -0.085079 2.877511 0.857451 -4.2 -0.2 -2.9 -0.066
C -0.215763 -3.067157 -0.399329 -0.5 0.1 -4.6 -0.268
N 0.422007 0.624180 0.437732 0.2 -4.0 1.5 -0.130
N 0.533223 -0.496179 0.731863 -0.6 1.2 -0.8 0.159
Br -0.772873 -0.977189 -2.198641 0.0 0.0 0.2 0.560
H 1.287537 1.826489 -0.606717 1.9 1.1 -2.1 0.101
H -0.651549 3.572659 0.120944 0.5 -0.9 1.4 0.106
H 0.635450 3.460620 1.257180 2.4 1.7 1.7 0.024
H -0.811905 2.459534 1.594903 0.7 0.5 -0.5 0.099
H -0.796219 -3.752577 -1.116729 0.7 1.5 0.3 0.100
H 0.461410 -3.718733 -0.024850 2.5 -1.6 1.7 0.017
H -0.918340 -2.814165 0.268860 -2.5 0.9 2.8 0.015